(1)
This record from the Open Molecules 2025 dataset describes a single C6H9NO molecule. The level of theory is ωB97M-V/def2-TZVPD.

Cartesian coordinates (Å):
C -0.03321 -1.49778 -1.02839
C 1.85561 -0.24959 -0.19466
C 0.53241 0.43007 0.16415
C -0.54504 -0.29993 -0.40296
C -1.85463 0.40942 0.06569
C 0.02286 1.38596 1.12357
H -0.39507 -2.43610 -0.52845
H -0.29749 -1.59390 -2.04283
H 1.89834 -2.21925 -0.65144
H 2.59353 0.33809 -0.78795
H 2.40760 -0.60275 0.64153
H -2.66611 -0.26513 0.40899
H -2.41081 1.03817 -0.65496
H 0.49845 2.35128 1.06902
H 0.29290 0.94109 2.11637
N 1.35248 -1.39226 -0.88593
O -1.40709 1.39068 1.03335

Results
frontier orbital gap = 9.07 eV
HOMO level = -8.142 eV
energy = -363.927015 a.u.
2S+1 = 1
SMILES string = C1NCC2=C1COC2



(2)
This record from the Open Molecules 2025 dataset describes a single C6H9NO molecule. The level of theory is ωB97M-V/def2-TZVPD.

Cartesian coordinates (Å):
C 2.34513 0.68911 0.35804
C -0.24387 1.00731 -0.32909
C 0.92169 0.63396 0.06312
C 0.02598 -1.23840 0.26828
C -1.05623 -0.31810 -0.38512
C -2.25965 -0.31418 0.38651
O -0.77533 2.21699 -0.66365
N 0.57400 -2.27791 -0.25878
H -1.69136 2.10200 -0.94430
H 0.37354 -2.32970 -1.26014
H 0.04286 -1.16220 1.36078
H -1.11316 -0.57138 -1.45233
H 2.54644 0.54312 1.42253
H 2.88262 -0.08530 -0.19644
H 2.75381 1.66216 0.05845
H -2.83738 0.59077 0.53611
H -2.48908 -1.14825 1.03602

Results
frontier orbital gap (spin up / spin down) = 7.66 / 8.28 eV
HOMO level (spin up / spin down) = -7.766 / -8.535 eV
energy = -363.807359 a.u.
2S+1 = 1



(3)
This record from the Open Molecules 2025 dataset describes C6H9NO2 as an isolated structure. The level of theory is ωB97M-V/def2-TZVPD.

Cartesian coordinates (Å):
C -1.44814 1.02679 1.06018
C 0.23867 -1.14626 -1.72019
C -0.43494 0.90483 -0.04301
C 1.32141 0.93863 0.59645
C 0.03449 -0.95228 -0.24556
C 1.02001 -0.43050 0.64428
O -0.77140 -1.91454 0.37480
N 2.07993 1.90881 0.71925
O -0.42252 1.46864 -1.12480
H -1.35011 -2.30759 -0.28671
H 3.07612 1.67421 0.70123
H 0.92509 -0.79374 1.66860
H -1.23746 0.34820 1.88127
H -1.45690 2.05815 1.41576
H -2.43048 0.79064 0.64446
H 0.95613 -0.43060 -2.11198
H 0.60040 -2.15950 -1.91700
H -0.70031 -0.98390 -2.25702

Results
frontier orbital gap = 7.07 eV
HOMO level = -7.515 eV
energy = -439.098684 a.u.
2S+1 = 1



(4)
This record from the Open Molecules 2025 dataset describes C6H9NO2 as an isolated structure. The level of theory is ωB97M-V/def2-TZVPD.

Cartesian coordinates (Å):
C 1.19023 0.29125 -0.85902
C 1.16192 -1.72724 1.03058
C -1.24675 -0.32876 -0.60516
C 1.21063 -0.23399 0.87708
C -0.12036 0.63665 -0.29454
N -2.50360 0.17693 -0.54068
C -0.34589 1.95731 0.04370
O -1.04659 -1.43779 -1.06514
O 1.72670 0.48548 1.68962
H -3.25040 -0.34616 -0.96858
H -2.66761 1.16135 -0.41695
H 1.93839 1.07509 -0.86481
H 1.23112 -0.50461 -1.59529
H 0.62346 -2.22559 0.23098
H 2.18141 -2.11053 1.02702
H 0.69195 -1.98804 1.97961
H 0.07827 2.44064 0.91182
H -0.85289 2.67801 -0.58023

Results
frontier orbital gap (spin up / spin down) = 7.32 / 7.41 eV
HOMO level (spin up / spin down) = -7.557 / -8.257 eV
energy = -439.122982 a.u.
2S+1 = 1



(5)
This record from the Open Molecules 2025 dataset describes C6H9NO2 as an isolated structure. The level of theory is ωB97M-V/def2-TZVPD.

Cartesian coordinates (Å):
C 1.40331 -0.39362 -0.29305
C 1.13184 1.02021 -0.37797
C -0.41814 1.14178 -0.07617
C -0.93207 -0.01340 -0.13945
C 0.02629 -1.12322 -0.45040
C -2.34295 -0.30996 0.11046
H 3.05931 -0.38219 1.14788
H 1.59586 -0.36671 1.85789
H 2.18861 -0.58083 -0.99119
H 1.83003 1.68184 0.02074
H 1.41980 1.46266 -1.35160
H -0.66055 2.06207 0.03315
H -0.17676 -1.84169 0.25127
H 0.05588 -1.60558 -1.71062
H -4.11156 0.64892 0.49863
N 1.89262 -0.83570 1.06492
O -3.08897 0.77563 0.55271
O -2.87257 -1.34019 -0.14720

Results
frontier orbital gap = 10.27 eV
HOMO level = -9.602 eV
energy = -439.140887 a.u.
2S+1 = 1



(6)
This record from the Open Molecules 2025 dataset describes a single C6H9NO2 molecule. The level of theory is ωB97M-V/def2-TZVPD.

Cartesian coordinates (Å):
C -0.32000 -2.55764 0.64252
C -0.10501 -1.77960 1.69712
C -0.22598 -1.69587 -0.49941
C 1.34873 1.46046 -0.87588
C -0.98656 1.67021 0.08677
C -0.04811 0.77284 -0.64664
N 0.05605 -0.47902 -0.02592
O -0.34930 -1.93285 -1.66366
O 0.12886 -0.50000 1.41325
H -0.42408 -3.62496 0.63267
H -0.07693 -2.00703 2.74976
H 1.37052 2.35150 -0.30962
H 2.08619 0.61901 -0.62608
H 1.49645 1.64119 -1.95407
H -0.53105 1.77460 1.01665
H -1.90485 1.12806 0.38551
H -1.07159 2.65558 -0.32449
H -0.44335 0.50353 -1.69849

Results
frontier orbital gap = 10.04 eV
HOMO level = -9.225 eV
energy = -439.181839 a.u.
2S+1 = 1
SMILES string = CC(C)n1occc1=O



(7)
This record from the Open Molecules 2025 dataset describes a single C6H9NO2S2 molecule. The level of theory is ωB97M-V/def2-TZVPD.

Cartesian coordinates (Å):
C 1.53373 2.08461 0.90282
C -0.06233 -0.96780 -0.39925
C 0.95104 -2.11563 0.44901
C 2.08594 -1.08770 0.04225
C -2.62061 0.05080 -0.21114
C -3.94112 0.67629 0.31323
H 2.31409 1.58912 1.54723
H 0.66494 2.07147 1.58391
H 1.73504 3.25807 0.74683
H -0.71800 -1.24453 -1.30915
H 1.07654 -3.05764 -0.08042
H 0.50154 -2.02374 1.47781
H -3.79785 1.76034 -0.11380
H -4.78525 0.07538 -0.35783
H -4.11618 0.37043 1.31429
N 1.17209 -0.23854 -0.55220
O 3.33491 -1.00846 0.02523
O -2.65132 -0.37927 -1.33333
S 1.63587 1.46303 -0.69552
S -1.27513 -0.32995 0.87926

Results
frontier orbital gap = 9.65 eV
HOMO level = -9.220 eV
energy = -1235.533493 a.u.
2S+1 = 1
SMILES string = CSN1C(=O)C[C@H]1SC(C)=O



(8)
This record from the Open Molecules 2025 dataset describes a 2-piece molecular cluster, C6H9NO2S2 overall. The level of theory is ωB97M-V/def2-TZVPD.

Cartesian coordinates (Å):
C 2.81435 1.69726 -0.91836
C 2.09029 1.02677 0.06711
C 2.03575 2.09064 -2.05607
C 0.72897 0.99444 -0.23807
C -1.85574 -2.05229 -0.15459
C -0.24136 0.40342 0.62058
N -0.50125 -1.70580 0.17495
O -1.88294 2.36579 0.84505
O -2.05992 0.90104 -1.15947
S 0.38010 1.83290 -1.80870
S -1.93728 0.78109 0.26027
H 3.88011 1.92690 -0.77131
H 2.36660 0.57861 1.07588
H 2.44304 2.77430 -2.73362
H -2.43211 -1.47891 -0.93683
H -2.04669 -3.03904 -0.46770
H -2.42329 -1.87974 0.71848
H -0.00342 0.10958 1.57525
H -1.63288 2.14869 1.74594
H 0.04275 -1.99221 -0.62909

Results
frontier orbital gap (spin up / spin down) = 7.14 / 7.36 eV
HOMO level (spin up / spin down) = -7.819 / -8.164 eV
energy = -1235.461220 a.u.
2S+1 = 1



(9)
This record from the Open Molecules 2025 dataset describes a single C6H9NO3 molecule. The level of theory is ωB97M-V/def2-TZVPD.

Cartesian coordinates (Å):
C 2.96060 -2.56231 0.14774
C 2.49951 -1.48692 -0.11435
C 2.82515 0.93552 0.00440
C -1.68418 0.09876 0.46280
C 1.86916 -0.18219 -0.41679
C -0.49992 0.49607 -0.38975
N 0.63377 -0.03393 0.32068
O 2.26295 2.03726 0.55684
O 4.03006 0.78608 -0.15027
O -0.27953 1.91958 -0.32546
H 3.42639 -3.45873 0.46976
H -1.76923 0.73201 1.26695
H -2.55975 0.23447 -0.15620
H -1.65870 -0.87712 0.78372
H 1.92727 0.01126 -1.57107
H -0.36235 0.37668 -1.50723
H 0.30324 -0.85290 0.78512
H 1.35697 2.13773 0.60654
H -1.02640 2.44489 -0.34414

Results
frontier orbital gap = 10.06 eV
HOMO level = -9.537 eV
energy = -514.399511 a.u.
2S+1 = 1
SMILES string = C#C[C@@H](N[C@@H](C)O)C(=O)O



(10)
This record from the Open Molecules 2025 dataset describes a single C6H9NO3P2 molecule. The level of theory is ωB97M-V/def2-TZVPD.

Cartesian coordinates (Å):
C 0.01209 -0.34836 -0.46233
C 1.27582 0.49014 -0.27395
C 0.74060 -1.61095 -0.89677
C -0.13038 3.44000 1.37821
C 0.00897 2.23509 0.84337
C 1.22711 1.68038 0.34762
N 1.99574 -1.46703 -0.93147
O 2.32440 -0.21884 -0.59080
O 0.11110 -2.67157 -1.27738
O -0.15560 0.19159 2.26135
P -1.37429 -2.85336 -1.96737
P -0.73448 -0.64166 1.17629
H -0.72150 0.10148 -1.21033
H -1.16782 3.65293 1.60627
H 0.69936 4.15221 1.57050
H -0.86164 1.58526 0.64335
H 2.12658 2.25623 0.41761
H -1.42726 -4.21785 -1.62351
H -1.29728 -2.97922 -3.43580
H -0.58389 -2.12723 1.37734
H -2.06764 -0.64923 1.04781

Results
frontier orbital gap (spin up / spin down) = 5.44 / 7.68 eV
expectation value of S² = 2.020
HOMO level (spin up / spin down) = -5.055 / -9.621 eV
energy = -1196.940142 a.u.
2S+1 = 3



(11)
This record from the Open Molecules 2025 dataset describes C6H9NPdS as an isolated structure. The level of theory is ωB97M-V/def2-TZVPD.

Cartesian coordinates (Å):
Pd -0.72586 0.15182 -0.82384
C 0.48262 -0.41028 -5.26173
H 0.38042 -0.60731 -4.17784
H 1.33335 -0.98884 -5.63558
H 0.62652 0.66364 -5.36974
H -0.42082 -0.71375 -5.73959
H -2.31885 -0.07832 -1.08647
S 0.07266 2.12603 0.15149
C 0.24946 1.09833 1.47174
C 0.24701 1.44066 2.83274
C 0.09972 0.41566 3.75874
C -0.03315 -0.92000 3.34960
C -0.03339 -1.21030 1.97955
N 0.08676 -0.19692 1.09829
H 0.22790 2.50237 3.03834
H 0.05734 0.67297 4.81177
H -0.17703 -1.73751 4.04505
H -0.15464 -2.20825 1.55748

Results
frontier orbital gap (spin up / spin down) = 8.29 / 6.80 eV
expectation value of S² = 2.006
HOMO level (spin up / spin down) = -8.015 / -8.203 eV
energy = -814.753712 a.u.
2S+1 = 3



(12)
This record from the Open Molecules 2025 dataset describes C6H9NS as an isolated structure. The level of theory is ωB97M-V/def2-TZVPD.

Cartesian coordinates (Å):
C -0.90865 -0.08555 -0.21331
C 0.34924 -0.65333 -1.01729
C 1.16628 0.12989 -0.05932
C 0.15961 -0.33227 0.97024
C 0.55362 1.58953 -0.20034
C -0.78192 1.39813 -0.22047
H -2.91016 -0.73663 0.61740
H -2.10042 -2.02565 -0.18176
H 0.32687 -1.72153 -0.47932
H 0.21871 -0.49189 -2.04260
H 3.72625 0.77799 0.38187
H 0.03562 -1.46090 1.28305
H -0.14306 0.43692 1.89349
H 1.28029 2.52273 -0.09015
H -1.66373 2.03924 -0.37191
N -2.25606 -0.91314 -0.15915
S 2.94752 -0.47354 -0.11044

Results
frontier orbital gap = 9.35 eV
HOMO level = -8.658 eV
energy = -686.769301 a.u.
2S+1 = 1



Q: 2S+1 of number 4 (C6H9NO2)?
A: 1